No. 1
7 unconnected molecules or ions with the total composition C40H67BrN3O14 in a non-equilibrium geometry. Source: the Open Molecules 2025 dataset; level of theory: wB97M-V/def2-TZVPD.

Structure (XYZ):
```
125
C40H67BrN3O14 (wB97M-V/def2-TZVPD)
C -0.13180 0.74192 2.22216
C 0.89420 -0.10676 1.44685
C 0.65658 -0.15406 -0.07394
C -0.18396 -1.31094 -0.62942
C -1.68400 -1.02469 -0.65031
C -2.49826 -1.87680 -1.62135
C -3.00181 -3.19412 -0.98925
C -2.92291 -4.34997 -1.98513
C -1.49411 -4.83118 -2.25515
C -0.98088 -5.84855 -1.22386
Br -1.44461 -5.61018 -4.03609
N -2.28384 -3.50472 0.29268
C -2.17305 -2.46563 1.13978
N -1.90536 -2.64146 2.41294
C -1.76276 -3.91724 3.09954
C -3.11559 -4.52519 3.51057
O -3.24267 -5.86789 3.05497
C -2.67564 -6.81414 3.87771
O -2.70972 -6.69503 5.04492
C -2.03083 -7.96564 3.16268
C -2.25259 -8.07541 1.65917
N -2.28231 -1.15974 0.69835
H -0.73725 1.35352 1.54808
H -0.82892 0.13198 2.80496
H 0.35747 1.41515 2.92964
H 1.89046 0.30845 1.58500
H 0.90457 -1.13778 1.81794
H 0.23029 0.78932 -0.42242
H 1.63154 -0.24705 -0.56375
H 0.06521 -2.23681 -0.09333
H 0.11668 -1.48028 -1.66851
H -1.78905 0.02043 -0.94951
H -3.39138 -1.31799 -1.90595
H -1.93722 -2.09320 -2.53309
H -4.05574 -3.06194 -0.72456
H -3.35194 -3.95441 -2.90934
H -3.55440 -5.19372 -1.68873
H -0.82287 -3.97184 -2.26313
H -1.81120 -6.20505 -0.60498
H -0.54565 -6.72797 -1.69414
H -0.24865 -5.39198 -0.55462
H -2.70751 -4.30227 0.76291
H -1.80768 -1.78322 2.94072
H -1.12389 -3.74269 3.96447
H -1.24019 -4.61576 2.43748
H -3.24862 -4.49466 4.59306
H -3.93225 -3.95018 3.06794
H -0.95936 -7.86166 3.37110
H -2.35372 -8.86748 3.68786
H -2.13676 -7.09586 1.18776
H -3.25718 -8.42681 1.41895
H -1.51546 -8.73761 1.20567
H -3.27063 -0.89404 0.66788
O 3.89809 -0.49476 2.51866
C 3.54388 -1.11117 3.47830
O 2.87539 -2.29157 3.38730
C 2.49222 -2.74564 4.69682
C 3.44328 -2.05056 5.66465
C 3.71160 -0.73430 4.93813
H 1.45194 -2.45286 4.86982
H 2.56419 -3.83048 4.71432
H 3.02566 -1.93870 6.66238
H 4.36714 -2.62348 5.74653
H 2.96987 0.03042 5.17723
H 4.70633 -0.33286 5.10772
O -5.17822 -0.47756 -0.35412
C -5.37688 0.67417 -0.66951
O -6.48687 1.31330 -0.29913
C -6.53511 2.63457 -0.88850
C -5.08416 2.96950 -1.21522
C -4.50996 1.58627 -1.51634
H -7.16412 2.57913 -1.77776
H -6.99568 3.30617 -0.17032
H -4.98463 3.68233 -2.02916
H -4.59029 3.38877 -0.33867
H -4.64041 1.29976 -2.56230
H -3.46095 1.48550 -1.24807
O -0.93422 4.12883 -1.30451
C 0.24589 3.99832 -1.13286
O 0.84706 2.79438 -1.29357
C 2.24014 2.86643 -0.91415
C 2.60251 4.34067 -1.04079
C 1.27726 5.02112 -0.70447
H 2.31814 2.49669 0.11186
H 2.80456 2.20897 -1.57057
H 3.42922 4.64051 -0.40575
H 2.88001 4.56540 -2.07056
H 1.16184 5.18866 0.36839
H 1.11934 5.96055 -1.22591
O 4.13086 7.18135 -0.68318
C 5.30204 6.98908 -0.51692
O 5.83596 5.74603 -0.65915
C 7.23318 5.76177 -0.31022
C 7.66475 7.21437 -0.47101
C 6.38281 7.96834 -0.12234
H 7.33098 5.41232 0.72030
H 7.75379 5.06990 -0.96772
H 8.52104 7.47171 0.14829
H 7.92784 7.40990 -1.51116
H 6.29163 8.15966 0.94906
H 6.27695 8.89928 -0.67251
O -4.49485 -10.85860 -6.13353
C -4.78174 -9.91959 -5.45687
O -5.05077 -10.03849 -4.12850
C -5.45974 -8.77804 -3.58364
C -4.89230 -7.72653 -4.53268
C -4.92922 -8.46444 -5.86866
H -6.55141 -8.75544 -3.54553
H -5.07177 -8.70780 -2.56939
H -5.45304 -6.79358 -4.51817
H -3.85727 -7.50757 -4.26668
H -5.88686 -8.35425 -6.38035
H -4.12959 -8.18774 -6.55002
O 6.49102 10.54033 -2.04990
C 6.18328 11.52648 -1.44293
O 5.97132 11.50982 -0.10823
C 5.51417 12.79879 0.34445
C 5.99056 13.78401 -0.71788
C 5.94807 12.92390 -1.97956
H 4.42582 12.76399 0.42140
H 5.93299 12.97782 1.33110
H 5.38008 14.68257 -0.76542
H 7.01844 14.08279 -0.50972
H 4.96797 12.93728 -2.45988
H 6.70616 13.17494 -2.71591
```

Properties
HOMO energy = -11.389 eV
total charge = +1
frontier orbital gap = 9.148 eV
ΔE to the lowest compared entry with this formula, charge and spin = 0.0 kcal per mole
DFT total energy = -5355.90577 Ha
multiplicity = 1

No. 2
C9H13P3 in the gas phase in a non-equilibrium geometry. Source: the Open Molecules 2025 dataset; level of theory: wB97M-V/def2-TZVPD.

Structure (XYZ):
```
25
C9H13P3 (wB97M-V/def2-TZVPD)
C 2.04347 0.26800 -2.00708
C 1.59996 -1.31287 -4.15114
C 0.59265 -1.99863 -3.59609
C 0.73758 -0.55131 -1.20342
C -1.52209 1.04503 2.40322
C -0.25823 1.81093 2.11068
C -1.22017 -0.48247 2.45269
C 0.05818 1.57904 0.60380
C -0.95194 -1.11678 1.08352
P 2.61008 0.02920 -3.60684
P -0.10744 -1.83731 -1.99491
P 0.62622 -0.22932 0.55299
H 2.45364 1.15450 -1.36487
H 1.94894 -1.67143 -5.18322
H 0.21127 -2.89459 -4.08666
H -1.78511 1.31517 3.32901
H -2.18416 1.39712 1.58829
H -0.41243 2.82117 2.19935
H 0.50844 1.55887 2.85197
H -0.33884 -0.59652 3.14069
H -2.09078 -1.09798 2.93433
H -0.80624 1.77226 -0.13473
H 0.96029 2.33529 0.41745
H -0.76108 -2.14070 1.21470
H -1.91220 -1.15665 0.44628
```

Properties
HOMO energy = -8.196 eV
total charge = 0
frontier orbital gap = 7.983 eV
ΔE to the lowest compared entry with this formula, charge and spin = 19.1 kcal per mole
DFT total energy = -1374.66005 Ha
SMILES = c1cpc(P2CCCCC2)cp1
multiplicity = 1

No. 3
7 unconnected molecules or ions with the total composition C18H50O19S6 in a non-equilibrium geometry. Source: the Open Molecules 2025 dataset; level of theory: wB97M-V/def2-TZVPD.

Structure (XYZ):
```
93
C18H50O19S6 (wB97M-V/def2-TZVPD)
O -3.34657 3.90814 0.63750
S -2.68256 2.99872 1.51003
O -1.76608 3.45488 2.50190
O -3.75117 2.19586 2.33435
C -4.88086 1.67744 1.62476
C -5.52995 0.59460 2.44152
C -1.90653 1.76600 0.51773
H -4.52020 1.20731 0.69638
H -5.56510 2.44819 1.27150
H -4.80671 0.00848 3.00774
H -6.10203 -0.08659 1.81153
H -6.23274 0.99455 3.17757
H -2.60010 1.49123 -0.27531
H -1.74490 0.84659 1.07701
H -1.00189 2.22724 0.13739
O -1.22159 -3.29429 -2.90174
S -1.90505 -2.19782 -2.33014
O -1.18168 -1.02070 -1.95779
O -3.06305 -1.77069 -3.29022
C -3.63487 -0.45271 -3.13435
C -4.62768 -0.24560 -4.24595
C -2.79478 -2.70369 -0.91014
H -2.88652 0.33415 -3.06034
H -4.15986 -0.43521 -2.16936
H -4.20351 0.12963 -5.17553
H -5.39509 0.48270 -3.97381
H -5.15972 -1.17920 -4.43377
H -3.46628 -3.51186 -1.18923
H -3.28753 -1.82419 -0.50818
H -2.06984 -3.09324 -0.19762
O -1.07079 2.12771 -4.64045
S 0.26377 1.63289 -4.78125
O 0.55667 0.52784 -5.61815
O 1.17540 2.82260 -5.30846
C 0.84845 4.16777 -4.95742
C 1.52441 5.09572 -5.94303
C 0.90797 1.38834 -3.17162
H 1.15411 4.41632 -3.93559
H -0.22914 4.32272 -5.00872
H 2.59439 4.90670 -6.02558
H 1.39216 6.12817 -5.62022
H 1.07927 4.95779 -6.92811
H 0.77261 2.36040 -2.69866
H 1.96938 1.15855 -3.21449
H 0.35766 0.59427 -2.67427
O 3.68691 2.17719 2.99537
S 2.31022 1.86791 3.21879
O 1.65401 0.95804 2.34306
O 2.16126 1.28443 4.69377
C 3.34985 1.17020 5.49632
C 3.64327 2.45296 6.24802
C 1.33462 3.30853 3.40092
H 4.21929 0.83631 4.93566
H 3.10687 0.39552 6.22452
H 4.52725 2.35271 6.87546
H 2.79484 2.75012 6.86950
H 3.79799 3.30552 5.58159
H 1.91279 4.06433 3.92664
H 0.49789 2.97737 4.01078
H 1.03502 3.68854 2.43006
O 2.25700 -5.17691 -1.84367
S 3.03076 -4.05464 -1.42120
O 4.18077 -4.26679 -0.62522
O 3.50855 -3.23497 -2.67579
C 2.54755 -3.03719 -3.74636
C 3.26007 -3.19538 -5.05916
C 1.98012 -2.89653 -0.63196
H 2.12750 -2.03136 -3.64304
H 1.70613 -3.72239 -3.65680
H 2.58950 -3.27273 -5.91195
H 3.89809 -4.08125 -5.01788
H 3.94714 -2.36823 -5.25188
H 2.51450 -2.00085 -0.33626
H 1.58875 -3.42072 0.24085
H 1.15120 -2.69390 -1.30658
O -0.51342 -0.55495 4.45984
S -0.57730 -1.48340 3.38730
O -1.08925 -1.10572 2.10933
O 0.88050 -2.01697 3.13165
C 1.59715 -2.54332 4.26386
C 3.08239 -2.48116 3.90968
C -1.40471 -2.93784 3.96814
H 1.29365 -3.58203 4.39696
H 1.45411 -1.94636 5.16204
H 3.25299 -2.73682 2.86583
H 3.64729 -3.12999 4.57645
H 3.43803 -1.45917 4.04726
H -2.47236 -2.81020 3.80234
H -1.20849 -3.03457 5.03107
H -1.04211 -3.79738 3.40948
O 0.70931 0.05006 -0.11439
H 0.80122 0.49027 0.73882
H 0.02942 -0.61400 0.02335
```

Properties
HOMO energy = -10.653 eV
total charge = 0
frontier orbital gap = 10.583 eV
DFT total energy = -4534.45221 Ha
SMILES = CCOS(C)(=O)=O.CCOS(C)(=O)=O.CCOS(C)(=O)=O.CCOS(C)(=O)=O.CCOS(C)(=O)=O.CCOS(C)(=O)=O.O
multiplicity = 1

No. 4
C3H4S in the gas phase in a non-equilibrium geometry. Source: the Open Molecules 2025 dataset; level of theory: wB97M-V/def2-TZVPD.

Structure (XYZ):
```
8
C3H4S (wB97M-V/def2-TZVPD)
C 0.88094 0.60596 -0.72249
C 0.44047 1.84803 -0.86068
C -0.51441 -1.88912 1.04185
S 0.03268 -1.07946 -0.42562
H -0.43866 2.32844 -0.84327
H 1.10685 2.55090 -1.13411
H -0.93988 -1.35461 1.94448
H -0.56799 -3.01015 0.99984
```

Properties
HOMO energy (spin up / spin down) = -8.710 / -8.286 eV
total charge = 0
frontier orbital gap (spin up / spin down) = 8.264 / 7.461 eV
ΔE to the lowest compared entry with this formula, charge and spin = 96.2 kcal per mole
DFT total energy = -514.68920 Ha
multiplicity = 1